# 1
{"formula": "C36H54N2P2V", "method": "the ωB97M-V functional and the def2-TZVPD basis", "e_above_lowest_kcal_mol": 0.0, "homo_ev": [-6.072, -6.543], "s2": 0.76, "energy_ha": -3140.39261, "e_lumo_ha": [0.0241, 0.0245], "spin_multiplicity": 2, "elements": ["V", "C", "C", "C", "P", "C", "C", "C", "C", "C", "C", "C", "C", "C", "N", "C", "C", "C", "C", "C", "C", "P", "C", "C", "C", "C", "C", "C", "H", "H", "H", "H", "H", "H", "H", "H", "H", "H", "H", "H", "H", "H", "H", "H", "H", "H", "H", "H", "H", "H", "H", "H", "H", "H", "H", "H", "H", "H", "H", "H", "H", "H", "H", "H", "C", "C", "C", "C", "C", "C", "C", "C", "N", "C", "C", "C", "C", "H", "H", "H", "H", "H", "H", "H", "H", "H", "H", "H", "H", "H", "H", "H", "H", "H", "H"], "xyz": [[-0.04381, -0.36988, -0.07309], [4.87805, 0.96546, -0.60782], [3.67100, 0.07658, -0.90281], [3.08268, 0.48476, -2.25448], [2.30788, 0.07278, 0.36021], [2.91786, -0.85687, 1.85450], [2.23827, -0.32931, 3.12022], [4.41733, -1.01124, 2.09227], [2.12196, 1.82003, 0.81912], [3.05402, 2.52994, 1.56834], [2.81019, 3.82578, 1.99002], [1.59380, 4.40877, 1.66277], [0.65363, 3.72910, 0.91005], [0.89727, 2.42475, 0.44682], [-0.04199, 1.66882, -0.25849], [-1.06271, 2.32023, -0.96599], [-0.86127, 3.50501, -1.68839], [-1.89729, 4.09324, -2.39244], [-3.16521, 3.52659, -2.40494], [-3.37135, 2.33733, -1.72472], [-2.33932, 1.72064, -1.02806], [-2.42485, 0.11067, -0.19887], [-3.24472, 0.52287, 1.41688], [-2.30829, 1.44207, 2.20856], [-4.61418, 1.19576, 1.32867], [-3.50448, -1.04170, -1.17130], [-3.30744, -0.81426, -2.67252], [-4.98864, -1.13851, -0.83518], [5.62079, 0.83960, -1.39947], [5.36503, 0.74484, 0.33947], [4.58135, 2.01517, -0.60182], [3.99966, -0.96882, -0.96308], [2.65472, 1.48949, -2.19713], [2.30062, -0.19065, -2.59950], [3.86971, 0.50108, -3.01136], [2.50875, -1.85430, 1.65328], [2.73210, 0.57485, 3.47691], [2.28431, -1.08432, 3.90774], [1.18551, -0.08895, 2.96117], [4.88124, -0.06495, 2.37658], [4.94618, -1.40632, 1.22368], [4.57636, -1.70804, 2.91850], [3.98620, 2.05001, 1.84144], [3.54338, 4.35995, 2.57944], [1.36511, 5.41048, 2.00668], [-0.29023, 4.20918, 0.69463], [0.12094, 3.95807, -1.70120], [-1.70809, 5.00688, -2.94277], [-3.97432, 3.99541, -2.94916], [-4.35277, 1.87662, -1.74239], [-3.33225, -0.43340, 1.94700], [-2.21965, 2.41237, 1.71435], [-1.29592, 1.05285, 2.32859], [-2.72025, 1.60952, 3.20604], [-4.53621, 2.13897, 0.78456], [-4.97236, 1.42790, 2.33446], [-5.36864, 0.58131, 0.84152], [-3.04119, -2.00174, -0.91347], [-3.94292, -0.00345, -3.02874], [-3.57385, -1.71812, -3.22436], [-2.28078, -0.54791, -2.92803], [-5.52453, -0.22950, -1.11713], [-5.16497, -1.32640, 0.22397], [-5.43200, -1.96572, -1.39488], [-0.14057, -6.14885, 3.37455], [-0.31409, -4.69668, 3.01865], [-0.69751, -3.78139, 3.99052], [-0.89347, -2.44309, 3.64820], [-1.36114, -1.44866, 4.67334], [-0.68661, -2.05188, 2.34103], [-0.26323, -2.93935, 1.32653], [-0.10197, -4.28734, 1.70755], [-0.06144, -2.38645, 0.09752], [0.38932, -3.13251, -1.07488], [0.22897, -2.14141, -2.23261], [-0.47203, -4.36523, -1.42873], [1.86990, -3.51587, -0.95671], [-0.08228, -6.28576, 4.45411], [0.76705, -6.55985, 2.92958], [-0.98080, -6.74383, 3.00892], [-0.84833, -4.10508, 5.01427], [-1.06610, -1.75100, 5.67846], [-2.45120, -1.36486, 4.66269], [-0.95334, -0.45377, 4.48421], [-0.88493, -1.00846, 2.08520], [0.20530, -5.02493, 0.98354], [-0.81540, -2.03196, -2.51342], [0.79315, -2.44666, -3.11719], [0.66516, -1.15732, -1.97234], [-1.49716, -4.21899, -1.08524], [-0.09625, -5.28599, -0.98549], [-0.49131, -4.51803, -2.51010], [2.48351, -2.61310, -0.87799], [2.20057, -4.07831, -1.83417], [2.05181, -4.12506, -0.07264]], "forces_ev_per_a": [[0.0, 0.4, 0.0], [0.0, 0.0, 0.0], [0.0, -0.1, 0.0], [0.0, 0.0, 0.0], [0.1, 0.0, 0.1], [0.0, 0.0, 0.0], [0.0, 0.0, 0.0], [0.0, 0.0, -0.1], [0.0, 0.0, 0.0], [0.0, 0.0, 0.0], [0.0, 0.0, 0.0], [0.0, 0.0, 0.0], [0.0, 0.0, 0.0], [0.1, 0.0, 0.1], [0.0, -0.2, 0.0], [-0.1, 0.0, -0.1], [0.0, -0.1, 0.0], [0.0, 0.0, 0.0], [0.0, 0.0, 0.0], [0.0, 0.0, 0.0], [0.0, 0.0, 0.0], [0.0, 0.0, 0.0], [-0.1, 0.0, 0.0], [0.0, 0.0, 0.0], [-0.1, 0.0, 0.0], [0.0, 0.0, 0.0], [0.0, 0.0, 0.0], [-0.1, -0.1, -0.1], [0.0, 0.0, 0.0], [0.0, 0.0, 0.0], [0.0, 0.0, 0.0], [0.0, 0.1, 0.0], [0.0, 0.0, 0.0], [0.1, 0.0, 0.0], [0.0, 0.0, 0.0], [0.0, 0.0, 0.0], [0.0, 0.0, 0.0], [0.0, 0.0, 0.0], [0.0, 0.0, 0.0], [0.0, 0.0, 0.0], [0.0, 0.0, 0.0], [0.0, 0.0, 0.0], [0.0, 0.0, 0.0], [0.0, 0.0, 0.0], [0.0, 0.0, 0.0], [0.0, 0.0, 0.0], [0.0, 0.0, 0.0], [0.0, 0.0, 0.0], [0.0, 0.0, 0.0], [0.0, 0.0, 0.0], [0.0, 0.0, 0.0], [0.0, 0.0, 0.0], [0.0, -0.1, 0.0], [0.0, 0.0, 0.0], [0.0, 0.0, 0.0], [0.0, 0.0, 0.0], [0.1, 0.1, 0.1], [0.0, 0.0, 0.0], [0.0, 0.0, 0.0], [0.0, 0.0, 0.0], [0.0, 0.0, 0.0], [0.0, 0.0, 0.0], [0.0, -0.1, -0.1], [0.0, 0.0, 0.0], [0.0, -0.1, 0.0], [0.0, 0.0, 0.0], [0.0, 0.0, 0.0], [0.0, -0.1, -0.1], [0.0, 0.1, 0.1], [0.0, 0.0, 0.1], [-0.1, 0.0, -0.2], [0.1, 0.1, 0.0], [-0.1, -0.4, 0.0], [0.0, 0.0, 0.0], [0.0, 0.1, -0.1], [0.1, 0.0, 0.1], [0.0, 0.0, -0.1], [0.0, 0.0, 0.0], [0.0, 0.0, 0.0], [0.0, 0.0, 0.0], [0.0, 0.0, 0.0], [0.0, 0.0, 0.0], [0.0, 0.0, 0.0], [0.0, 0.0, 0.0], [0.0, 0.0, 0.0], [0.0, 0.0, 0.0], [0.0, 0.0, 0.0], [0.0, -0.1, 0.0], [0.0, 0.0, 0.0], [0.0, 0.0, 0.0], [0.0, 0.0, 0.0], [0.0, 0.0, 0.0], [-0.1, -0.1, 0.0], [0.0, 0.0, 0.0], [0.0, 0.0, 0.1]], "lowdin_charge": [0.529, -0.114, -0.530, -0.116, 1.050, -0.514, -0.110, -0.110, -0.297, -0.110, -0.094, -0.083, -0.040, -0.296, -0.114, -0.306, -0.039, -0.082, -0.094, -0.103, -0.300, 1.058, -0.515, -0.119, -0.106, -0.518, -0.122, -0.117, 0.081, 0.053, 0.076, 0.095, 0.081, 0.045, 0.080, 0.089, 0.073, 0.088, 0.050, 0.065, 0.069, 0.082, 0.095, 0.098, 0.103, 0.106, 0.114, 0.103, 0.098, 0.099, 0.105, 0.079, 0.046, 0.084, 0.074, 0.082, 0.043, 0.089, 0.069, 0.084, 0.059, 0.070, 0.069, 0.082, -0.057, -0.282, -0.040, -0.282, -0.047, -0.045, -0.295, -0.001, -0.114, -0.616, -0.064, -0.036, -0.030, 0.071, 0.076, 0.081, 0.107, 0.076, 0.081, 0.066, 0.055, 0.087, 0.062, 0.102, 0.028, 0.085, 0.067, 0.081, 0.054, 0.088, 0.077]}



# 2
{"formula": "C27H29FeN5O6S2", "method": "the ωB97M-V functional and the def2-TZVPD basis", "e_above_lowest_kcal_mol": 10.1, "homo_ev": [-1.664, -1.612], "charge": -2, "energy_ha": -3831.73569, "e_lumo_ha": [0.1647, 0.1647], "elements": ["Fe", "C", "C", "N", "N", "C", "S", "S", "C", "C", "C", "C", "C", "C", "C", "C", "C", "C", "C", "C", "C", "O", "H", "H", "H", "H", "H", "H", "H", "H", "H", "H", "H", "H", "H", "H", "O", "C", "C", "C", "N", "C", "C", "C", "O", "O", "C", "O", "O", "H", "H", "H", "C", "C", "C", "C", "N", "N", "H", "H", "H", "H", "H", "H", "H", "H", "H", "H", "H", "H"], "xyz": [[0.97942, -0.16117, 0.70823], [-3.29866, -0.29671, -0.24443], [-1.92254, 0.15086, 0.17300], [-0.94223, -0.67034, 0.32100], [-1.32019, -2.01819, 0.38294], [-0.50918, -2.71049, 1.10018], [0.95099, -2.19778, 1.85354], [-1.13415, -4.35832, 1.47720], [-1.35033, -4.06004, 3.26863], [-2.27074, -2.91344, 3.58207], [-3.64037, -3.11877, 3.72453], [-4.49649, -2.05741, 3.98012], [-3.99078, -0.76774, 4.08740], [-2.62748, -0.55120, 3.93937], [-1.77239, -1.61676, 3.69623], [-1.74500, 1.56408, 0.53275], [-2.61854, 2.53012, 0.02842], [-2.63545, 3.83571, 0.48345], [-1.76928, 4.18234, 1.52706], [-0.90211, 3.25810, 2.05890], [-0.80512, 1.92176, 1.55973], [0.09015, 1.13757, 2.02824], [-3.36379, -1.37855, -0.24924], [-4.05714, 0.12459, 0.41586], [-3.48845, 0.07333, -1.25652], [-1.75130, -4.99598, 3.66288], [-0.36042, -3.88968, 3.69074], [-4.03894, -4.12250, 3.61696], [-5.56100, -2.23525, 4.08440], [-4.65835, 0.06667, 4.26853], [-2.22014, 0.45204, 3.98572], [-0.71233, -1.43234, 3.55662], [-3.30664, 2.24297, -0.75872], [-3.30978, 4.56493, 0.05144], [-1.77517, 5.19536, 1.91894], [-0.21735, 3.52055, 2.85720], [6.04914, -2.85257, -2.17897], [4.89945, -2.26197, -1.71750], [3.68434, -2.44710, -2.34553], [2.54636, -1.83756, -1.83512], [2.58705, -1.08232, -0.72511], [3.78332, -0.88326, -0.15220], [4.96302, -1.44421, -0.60787], [3.84233, 0.05248, 1.05651], [4.95940, 0.35309, 1.49092], [2.72019, 0.44284, 1.48109], [1.24448, -2.03258, -2.66055], [1.40628, -2.66190, -3.72633], [0.20298, -1.53259, -2.20252], [5.80992, -3.37913, -2.94876], [3.56891, -3.03587, -3.24762], [5.88277, -1.22390, -0.08666], [0.86840, 3.54008, -2.73302], [0.88728, 2.02932, -2.95721], [-0.05935, 1.65036, -4.09373], [2.30690, 1.56701, -3.32046], [0.33707, 1.36716, -1.77265], [1.12280, 1.46350, -0.58983], [1.22043, 4.06758, -3.62388], [1.51824, 3.82248, -1.90087], [-0.14557, 3.86819, -2.49637], [0.23159, 2.15344, -5.01990], [-1.07983, 1.93943, -3.83548], [-0.03985, 0.57051, -4.25706], [2.62856, 2.04069, -4.25239], [2.33377, 0.48553, -3.46219], [3.04107, 1.83581, -2.55594], [0.21673, 0.36389, -1.94786], [0.89137, 2.32218, -0.10062], [2.12175, 1.47106, -0.78763]], "forces_ev_per_a": [[0.0, 0.4, 0.3], [0.0, 0.0, 0.0], [0.0, 0.0, 0.0], [0.3, -0.1, -0.1], [0.0, 0.0, 0.1], [-0.1, 0.0, 0.0], [0.2, -0.1, -0.2], [0.0, 0.1, 0.0], [0.1, -0.1, 0.0], [0.0, 0.0, 0.0], [0.0, 0.0, 0.0], [0.0, 0.0, 0.0], [0.0, 0.0, 0.0], [-0.1, 0.0, 0.0], [0.0, 0.1, 0.1], [0.0, 0.0, 0.0], [0.0, 0.0, 0.0], [0.0, 0.0, 0.0], [0.0, 0.0, 0.0], [0.0, -0.1, 0.0], [-0.1, 0.1, 0.0], [0.1, -0.3, -0.1], [0.0, 0.0, 0.0], [0.0, 0.0, 0.0], [0.0, 0.0, 0.0], [0.0, 0.0, 0.0], [0.0, 0.0, 0.0], [0.0, 0.0, 0.0], [0.0, 0.0, 0.0], [0.0, 0.0, 0.0], [0.0, 0.0, 0.0], [-0.1, 0.0, 0.0], [0.0, 0.0, 0.0], [0.0, 0.0, 0.0], [0.0, 0.0, 0.0], [0.0, 0.0, 0.0], [0.0, 0.0, 0.0], [0.0, 0.0, 0.0], [0.0, 0.0, 0.0], [0.1, 0.0, 0.1], [-0.3, -0.1, -0.1], [0.0, 0.0, 0.0], [0.0, 0.0, 0.0], [0.1, -0.1, 0.0], [0.0, 0.0, 0.0], [-0.1, 0.2, -0.1], [-0.1, 0.0, 0.0], [0.0, 0.0, 0.0], [0.0, 0.3, 0.0], [0.0, 0.0, 0.0], [0.0, 0.0, 0.0], [0.0, 0.0, 0.0], [0.0, 0.0, 0.0], [0.0, 0.0, 0.0], [0.0, 0.0, 0.0], [0.0, 0.0, 0.0], [0.0, -0.1, -0.1], [0.0, -0.1, 0.0], [0.0, 0.0, 0.0], [0.0, 0.0, 0.0], [0.0, 0.0, 0.0], [0.0, 0.0, 0.0], [0.0, 0.0, 0.0], [0.0, 0.0, 0.0], [0.0, 0.0, 0.0], [0.0, 0.0, 0.0], [0.0, 0.0, 0.0], [0.0, 0.0, 0.0], [0.0, 0.0, 0.0], [0.0, 0.0, 0.0]], "nbo_charge": [0.980, -0.682, 0.328, -0.292, -0.376, -0.057, -0.282, 0.193, -0.565, 0.064, -0.248, -0.231, -0.236, -0.197, -0.238, -0.245, -0.102, -0.349, -0.207, -0.314, 0.398, -0.726, 0.262, 0.211, 0.214, 0.208, 0.239, 0.194, 0.192, 0.197, 0.225, 0.260, 0.187, 0.187, 0.186, 0.207, -0.694, 0.394, -0.351, 0.141, -0.468, 0.106, -0.322, 0.751, -0.720, -0.726, 0.735, -0.764, -0.744, 0.470, 0.242, 0.246, -0.616, 0.101, -0.611, -0.637, -0.509, -0.634, 0.190, 0.204, 0.219, 0.186, 0.211, 0.239, 0.195, 0.232, 0.199, 0.423, 0.373, 0.355]}



# 3
{"formula": "C21H33F3FeN6S", "method": "the ωB97M-V functional and the def2-TZVPD basis", "homo_ev": [-7.145, -7.147], "energy_ha": -3110.01741, "e_lumo_ha": [0.0125, 0.0125], "elements": ["Fe", "N", "C", "C", "N", "C", "C", "N", "C", "C", "N", "H", "H", "H", "H", "H", "H", "H", "H", "H", "H", "H", "H", "H", "H", "H", "H", "H", "H", "F", "C", "F", "F", "C", "C", "C", "C", "N", "C", "S", "H", "H", "H", "C", "N", "C", "C", "C", "C", "C", "C", "C", "C", "H", "H", "H", "H", "H", "H", "H", "H", "H", "H", "H", "H"], "xyz": [[0.92358, 0.10012, -0.02283], [1.40549, 2.91266, -1.00912], [1.64381, 3.96976, -0.03888], [1.02669, 3.59003, 1.30262], [1.40453, 2.26381, 1.77043], [2.83734, 2.08465, 1.96669], [3.57158, 1.43161, 0.80333], [2.94799, 0.18121, 0.34879], [0.62578, 1.88661, 2.94078], [0.68348, 0.39013, 3.22173], [0.36587, -0.37594, 2.01878], [2.04388, 2.95068, -1.79353], [0.47586, 2.95723, -1.40984], [1.23922, 4.94565, -0.33463], [2.72182, 4.11231, 0.06858], [-0.06182, 3.58817, 1.19096], [1.27344, 4.36450, 2.04974], [2.99361, 1.45196, 2.84243], [3.33019, 3.03982, 2.20286], [4.60324, 1.24944, 1.12975], [3.62704, 2.09625, -0.05523], [3.13481, -0.58428, 0.99158], [3.38451, -0.08541, -0.52670], [-0.41035, 2.16747, 2.73597], [0.92314, 2.43905, 3.84808], [0.02603, 0.16079, 4.06767], [1.68694, 0.09974, 3.53790], [-0.63574, -0.43389, 1.86874], [0.68608, -1.33622, 2.08653], [-1.78236, -0.05902, -4.57557], [-2.03949, 1.14300, -4.04485], [-1.12682, 2.00225, -4.53266], [-3.23299, 1.53529, -4.53957], [-2.04785, 1.12617, -2.54268], [-3.16981, 1.52383, -1.85574], [-3.17241, 1.54098, -0.45788], [-2.02054, 1.13880, 0.18180], [-0.92965, 0.74087, -0.46720], [-0.89207, 0.72193, -1.82506], [0.60125, 0.19289, -2.44775], [-4.05040, 1.82854, -2.40411], [-4.04037, 1.85045, 0.10395], [-1.96260, 1.12707, 1.26552], [-2.31320, -2.72090, -1.83448], [-2.48301, -3.08569, -0.43950], [-3.81788, -2.75030, 0.00845], [-1.49031, -2.44118, 0.41407], [-0.06798, -2.83537, 0.06671], [0.14343, -4.21603, 0.04639], [1.36609, -4.76594, -0.27799], [2.39197, -3.89635, -0.60893], [2.17532, -2.52786, -0.56748], [0.95892, -1.89705, -0.21153], [-3.01698, -3.28912, -2.44371], [-1.30157, -2.94630, -2.16693], [-2.49361, -1.64784, -2.01123], [-4.55833, -3.25200, -0.61538], [-4.01404, -1.66295, -0.03825], [-3.96227, -3.07636, 1.04033], [-1.71943, -2.75525, 1.44205], [-1.60214, -1.35116, 0.37393], [-0.69766, -4.86322, 0.26692], [1.50915, -5.83858, -0.29352], [3.36115, -4.27910, -0.90832], [3.02043, -1.93242, -0.90304]], "forces_ev_per_a": [[-0.1, 0.1, 0.4], [0.0, 0.1, -0.1], [0.0, -0.1, 0.0], [0.0, 0.0, 0.0], [0.0, -0.1, -0.1], [0.0, 0.0, 0.1], [0.2, 0.1, 0.0], [0.1, -0.2, 0.0], [-0.1, -0.1, -0.1], [0.2, 0.1, 0.1], [0.1, 0.2, -0.2], [0.0, 0.0, 0.0], [0.0, 0.0, 0.1], [0.0, 0.0, 0.1], [0.0, 0.0, 0.0], [0.0, 0.0, 0.0], [0.0, 0.0, 0.0], [0.0, 0.0, 0.0], [0.0, 0.0, 0.0], [0.0, 0.0, 0.0], [-0.1, 0.0, 0.0], [0.1, 0.0, 0.0], [0.0, 0.0, 0.0], [0.0, 0.0, 0.0], [0.0, 0.0, 0.0], [0.0, 0.0, -0.1], [0.0, 0.0, 0.0], [0.0, 0.0, 0.1], [0.0, 0.0, 0.0], [0.0, 0.0, 0.0], [0.0, 0.0, 0.0], [0.0, 0.0, 0.0], [0.0, 0.0, 0.0], [0.1, 0.0, 0.0], [-0.1, 0.0, 0.1], [0.1, 0.0, -0.1], [-0.1, 0.1, -0.1], [-0.1, -0.4, -0.2], [-0.1, 0.0, -0.1], [0.1, 0.2, 0.1], [0.0, 0.0, 0.0], [0.0, 0.0, 0.0], [0.0, 0.0, 0.0], [0.0, 0.0, -0.1], [0.0, 0.0, 0.0], [0.0, 0.0, 0.0], [0.0, 0.0, 0.1], [0.0, 0.2, 0.1], [0.0, -0.1, 0.0], [0.0, 0.0, 0.0], [0.0, 0.0, 0.0], [0.0, 0.2, -0.2], [-0.2, -0.5, 0.0], [0.0, 0.0, 0.0], [0.0, 0.0, 0.0], [0.0, 0.0, 0.0], [0.0, 0.0, 0.0], [0.0, 0.0, 0.0], [0.0, 0.0, 0.0], [0.0, 0.0, 0.0], [0.0, 0.0, -0.1], [0.0, 0.0, 0.0], [0.0, 0.0, 0.0], [0.0, 0.0, 0.0], [0.0, 0.1, 0.0]], "nbo_charge": [0.805, -0.849, -0.225, -0.209, -0.474, -0.232, -0.217, -0.813, -0.212, -0.222, -0.812, 0.378, 0.375, 0.185, 0.183, 0.197, 0.171, 0.195, 0.192, 0.186, 0.203, 0.384, 0.395, 0.197, 0.178, 0.194, 0.188, 0.382, 0.406, -0.311, 0.984, -0.321, -0.333, -0.236, -0.114, -0.311, 0.060, -0.554, 0.082, -0.158, 0.235, 0.224, 0.183, -0.419, -0.435, -0.406, -0.247, -0.129, -0.158, -0.267, -0.210, -0.286, -0.248, 0.196, 0.224, 0.158, 0.200, 0.156, 0.193, 0.187, 0.161, 0.205, 0.205, 0.199, 0.162]}



The evaluated strongest force on any atom for the records listed, in turn: 0.4, 0.5, 0.6 eV/A.